(one)
Here is a 2-piece molecular cluster, C9H14 overall from OMol25. Energies are from ωB97M-V/def2-TZVPD.

XYZ file:
```
23
Properties=species:S:1:pos:R:3:lowdin_charge:R:1
C 1.77 1.34 1.85 -0.185
C 1.20 0.84 3.16 -0.178
C 0.97 -1.72 -2.35 -0.045
C -0.80 1.34 -0.48 -0.122
C -0.99 -1.58 -0.79 -0.050
C -0.11 -0.90 -1.63 -0.211
C -1.36 0.52 0.47 -0.178
C -0.26 0.68 -1.60 0.016
C -1.54 -0.84 0.34 -0.074
H 1.28 -0.98 -3.01 0.035
H 1.85 0.01 3.50 0.066
H 0.13 1.00 -2.51 0.058
H 0.64 -2.52 -2.95 0.068
H 0.18 0.51 3.04 0.042
H -0.70 2.43 -0.34 0.114
H 1.46 0.69 0.97 0.063
H -1.66 1.09 1.31 0.086
H 1.67 -1.86 -1.47 0.115
H -1.11 -2.59 -0.74 0.064
H 2.87 1.34 1.94 0.069
H 1.30 2.25 1.48 0.052
H 1.25 1.58 4.00 0.074
H -2.41 -1.09 1.00 0.119
```

## Properties
LUMO energy   0.993 eV
Net charge   0

(two)
Here is a 2-piece molecular cluster, C9H14 overall from OMol25. Energies are from ωB97M-V/def2-TZVPD.

XYZ file:
```
23
Properties=species:S:1:pos:R:3:lowdin_charge:R:1
C 0.91 0.84 -1.97 -0.050
C 1.13 0.44 -0.54 -0.275
C 0.73 -0.13 2.17 -0.098
C 0.76 -0.88 -0.14 -0.089
C 1.08 1.15 1.80 -0.087
C 0.79 -1.17 1.21 -0.077
C -2.23 -1.20 -1.39 -0.159
C -3.01 -0.23 -0.52 -0.169
C 1.38 1.37 0.44 -0.061
H 0.98 0.00 -2.67 0.079
H 1.52 2.42 0.20 0.108
H 0.62 -1.66 -0.86 0.102
H -0.12 1.19 -2.02 0.082
H 1.08 1.89 2.58 0.099
H -3.73 0.45 -1.01 0.062
H 0.62 -0.35 3.22 0.097
H 0.62 -2.18 1.56 0.101
H 1.56 1.62 -2.34 0.072
H -1.19 -1.13 -1.08 0.009
H -2.32 -0.97 -2.46 0.066
H -2.31 0.36 0.06 0.057
H -2.60 -2.23 -1.29 0.070
H -3.74 -0.67 0.18 0.062
```

## Properties
LUMO energy   1.081 eV
Net charge   0

(three)
Here is a 2-piece molecular cluster, C9H14 overall from OMol25. Energies are from ωB97M-V/def2-TZVPD.

XYZ file:
```
23
Properties=species:S:1:pos:R:3:lowdin_charge:R:1
C -0.95 -1.39 -1.60 -0.064
C -2.53 -0.44 0.11 -0.027
C -1.91 1.35 1.54 -0.135
C -0.58 1.16 1.14 -0.093
C -0.27 0.32 0.07 -0.057
C 3.94 -0.14 -1.31 -0.114
C 4.27 -0.54 0.22 -0.143
C -1.28 -0.46 -0.54 -0.311
C -2.96 0.69 0.96 -0.063
H 0.29 1.72 1.58 0.115
H 0.74 0.17 -0.22 0.085
H -4.04 0.74 1.18 0.104
H -0.16 -2.02 -1.00 0.135
H 4.98 0.00 -1.61 0.061
H 3.32 0.76 -1.32 0.054
H -3.37 -1.07 -0.09 0.089
H 5.30 -0.65 0.41 0.039
H 3.62 0.12 0.91 0.085
H -2.06 2.14 2.28 0.095
H 3.37 -0.85 -1.73 0.007
H -0.51 -1.10 -2.49 0.047
H 4.01 -1.47 0.56 0.008
H -1.85 -1.84 -2.02 0.083
```

## Properties
LUMO energy   0.908 eV
Net charge   0

(four)
Here is a single C9H14 molecule from OMol25. Energies are from ωB97M-V/def2-TZVPD.

XYZ file:
```
23
Properties=species:S:1:pos:R:3:lowdin_charge:R:1
C 1.78 -1.16 0.62 -0.082
C 2.27 0.44 -1.41 -0.057
C -0.88 -1.23 -0.68 0.059
C -1.60 -0.21 0.15 -0.449
C -1.72 -1.78 0.18 0.003
C -2.74 0.71 -0.47 -0.025
C -0.67 0.44 1.19 -0.161
C 0.53 0.96 0.41 -0.191
C 1.47 0.00 -0.28 -0.278
H -3.66 0.22 -0.53 0.036
H 1.19 1.63 0.96 0.129
H -1.20 1.31 1.57 0.104
H 0.10 1.58 -0.38 0.121
H -2.13 -2.49 0.81 0.057
H 1.72 0.25 -2.31 0.087
H -2.39 0.86 -1.59 0.117
H 2.27 -0.78 1.50 0.089
H 3.32 0.09 -1.33 0.100
H -2.76 1.61 0.02 0.024
H -0.34 -0.27 1.97 0.118
H 2.21 -2.03 0.09 0.099
H 0.86 -1.61 0.93 0.037
H 2.38 1.49 -1.43 0.063
```

## Properties
LUMO energy (alpha / beta)   -0.783 / 0.567 eV
Net charge   0

Winner for stability: (two)

(one)
Here is a 2-piece molecular cluster, C9H14 overall from OMol25. Energies are from ωB97M-V/def2-TZVPD.

XYZ file:
```
23
Properties=species:S:1:pos:R:3:lowdin_charge:R:1
C 0.68 1.57 0.41 -0.279
C -3.93 -2.27 -0.22 -0.156
C 2.79 0.85 -0.37 -0.104
C 0.16 0.30 0.11 -0.056
C 2.28 -0.39 -0.75 -0.100
C -2.55 -2.91 0.03 -0.161
C 2.02 1.85 0.18 -0.046
C -0.29 2.53 1.01 -0.073
C 0.92 -0.63 -0.59 -0.090
H -4.53 -2.32 0.69 0.057
H -0.81 2.03 1.83 0.076
H 0.49 -1.45 -1.15 0.097
H -2.45 -3.84 -0.54 0.059
H -0.81 0.06 0.50 0.102
H -4.36 -2.95 -0.95 0.054
H 0.08 3.39 1.59 0.079
H 3.79 1.10 -0.72 0.103
H -1.01 3.04 0.37 0.079
H 2.44 2.84 0.34 0.109
H -3.93 -1.24 -0.55 0.056
H -2.44 -3.11 1.11 0.063
H 2.79 -1.11 -1.39 0.101
H -1.70 -2.34 -0.33 0.031
```

## Properties
LUMO energy   0.981 eV
Net charge   0

(two)
Here is a 2-piece molecular cluster, C9H14 overall from OMol25. Energies are from ωB97M-V/def2-TZVPD.

XYZ file:
```
23
Properties=species:S:1:pos:R:3:lowdin_charge:R:1
C 1.83 0.73 0.16 -0.115
C -1.58 1.32 0.78 -0.067
C -1.69 -0.99 -0.11 0.019
C 1.61 -2.76 1.15 0.002
C -1.66 0.88 -1.72 -0.068
C 1.68 -0.34 0.90 -0.137
C 2.02 1.79 -0.56 0.013
C 1.75 -1.69 0.38 -0.202
C -1.66 0.31 -0.34 -0.434
H -2.16 2.22 0.54 0.078
H 1.46 -0.22 1.95 0.119
H -2.44 1.62 -1.84 0.073
H 1.96 -1.78 -0.68 0.108
H 1.22 2.29 -1.10 0.052
H -1.73 -1.71 -0.91 0.057
H 3.01 2.22 -0.67 0.056
H -1.81 0.08 -2.47 0.082
H -1.69 -1.39 0.89 0.058
H 1.40 -2.68 2.20 0.055
H -0.70 1.37 -1.93 0.064
H -1.94 0.90 1.71 0.075
H -0.54 1.61 0.92 0.059
H 1.67 -3.76 0.74 0.052
```

## Properties
LUMO energy   1.025 eV
Net charge   0

(three)
Here is a 2-piece molecular cluster, C9H14 overall from OMol25. Energies are from ωB97M-V/def2-TZVPD.

XYZ file:
```
23
Properties=species:S:1:pos:R:3:lowdin_charge:R:1
C -1.57 -0.49 0.18 -0.059
C 2.19 0.87 -1.66 -0.170
C -1.04 1.68 1.14 -0.102
C -0.35 1.05 2.17 -0.090
C 1.28 0.64 -2.88 -0.162
C -0.91 -1.11 1.22 -0.293
C -0.81 -2.60 1.29 -0.062
C -1.65 0.90 0.15 -0.097
C -0.31 -0.34 2.20 -0.060
H 2.17 1.93 -1.37 0.061
H -0.58 -2.99 2.29 0.075
H 1.83 0.30 -0.80 0.052
H 1.47 -0.35 -3.32 0.063
H -0.03 -3.02 0.63 0.084
H -1.73 -3.10 0.96 0.079
H 0.15 1.65 2.93 0.104
H -2.12 1.48 -0.63 0.101
H 0.19 -0.84 3.03 0.110
H -1.08 2.75 1.08 0.098
H 3.22 0.56 -1.82 0.056
H 1.45 1.39 -3.64 0.054
H -2.03 -1.03 -0.63 0.110
H 0.25 0.68 -2.51 0.046
```

## Properties
LUMO energy   1.004 eV
Net charge   0

Winner for stability: (three)

(one)
Here is a 2-piece molecular cluster, C9H14 overall from OMol25. Energies are from ωB97M-V/def2-TZVPD.

XYZ file:
```
23
Properties=species:S:1:pos:R:3:lowdin_charge:R:1
C 0.01 0.79 1.49 -0.278
C 1.79 -0.66 -2.18 -0.172
C -1.14 1.36 2.01 -0.057
C 1.38 1.13 2.03 -0.051
C 0.56 -1.30 -2.81 -0.164
C -1.35 -0.73 0.19 -0.089
C -0.10 -0.28 0.59 -0.067
C -2.50 -0.11 0.68 -0.098
C -2.38 1.01 1.50 -0.091
H 1.44 2.13 2.46 0.074
H 2.42 -1.39 -1.67 0.066
H 1.53 0.02 -1.37 0.028
H 2.44 -0.13 -2.88 0.063
H 1.46 0.55 2.95 0.090
H 0.84 -0.73 0.31 0.091
H -1.03 2.09 2.80 0.109
H 2.17 0.98 1.30 0.075
H -1.43 -1.61 -0.43 0.097
H -0.30 -0.66 -2.64 0.056
H 0.28 -2.22 -2.28 0.058
H -3.27 1.61 1.65 0.101
H -3.45 -0.29 0.19 0.100
H 0.63 -1.55 -3.87 0.060
```

## Properties
LUMO energy   1.038 eV
Net charge   0

(two)
Here is a 2-piece molecular cluster, C9H14 overall from OMol25. Energies are from ωB97M-V/def2-TZVPD.

XYZ file:
```
23
Properties=species:S:1:pos:R:3:lowdin_charge:R:1
C -0.73 0.34 0.05 -0.061
C -0.78 1.02 -1.16 -0.278
C -0.63 0.29 -2.33 -0.059
C -0.47 -1.09 -2.28 -0.095
C 2.55 -0.24 2.88 -0.167
C 1.12 -0.47 3.39 -0.167
C -0.53 -1.03 0.10 -0.088
C -0.92 2.53 -1.18 -0.048
C -0.45 -1.77 -1.08 -0.094
H -1.10 2.89 -0.17 0.071
H 0.89 -1.53 3.40 0.063
H 2.98 0.74 3.05 0.062
H -0.40 -1.52 1.05 0.085
H 3.19 -0.91 3.47 0.056
H -0.42 -2.85 -0.99 0.100
H 1.03 -0.10 4.40 0.061
H 0.42 0.12 2.79 0.036
H -0.01 2.95 -1.56 0.077
H 2.71 -0.68 1.90 0.059
H -0.30 -1.60 -3.22 0.101
H -0.61 0.80 -3.28 0.110
H -0.78 0.88 0.99 0.096
H -1.79 2.83 -1.76 0.079
```

## Properties
LUMO energy   1.028 eV
Net charge   0

(three)
Here is a 2-piece molecular cluster, C9H14 overall from OMol25. Energies are from ωB97M-V/def2-TZVPD.

XYZ file:
```
23
Properties=species:S:1:pos:R:3:lowdin_charge:R:1
C -2.36 1.44 1.98 -0.162
C -0.29 -0.63 -1.13 -0.081
C 0.09 -1.22 -2.32 -0.099
C 3.10 0.42 0.28 -0.057
C -3.46 0.36 1.92 -0.167
C 2.42 -0.98 -1.70 -0.053
C 0.71 -0.12 -0.32 -0.062
C 1.43 -1.44 -2.57 -0.097
C 2.06 -0.17 -0.62 -0.281
H -2.48 2.04 2.88 0.058
H -2.42 2.06 1.10 0.061
H -3.24 -0.65 2.23 0.058
H -4.30 0.72 2.52 0.058
H -3.75 0.27 0.88 0.051
H 3.21 1.49 0.10 0.080
H 4.10 0.05 0.05 0.073
H -0.60 -1.67 -3.03 0.096
H 3.45 -1.22 -1.94 0.108
H -1.39 0.97 2.06 0.042
H 2.92 0.25 1.34 0.079
H -1.29 -0.61 -0.71 0.096
H 0.35 0.44 0.54 0.095
H 1.74 -1.82 -3.54 0.101
```

## Properties
LUMO energy   1.037 eV
Net charge   0

Winner for stability: (two)